Entry 1:
Molecular formula: C24H20FeN8O5S
Method: DFT, ωB97M-V/def2-TZVPD

The geometry in XYZ format:
```
59
Properties=species:S:1:pos:R:3:mulliken_spin:R:1
Fe -0.109 0.014 -0.060 4.202
O 5.945 0.235 3.003 0.001
C 4.888 0.600 3.541 0.001
O 4.633 1.264 4.561 0.001
C 3.623 0.137 2.788 0.007
C 2.357 0.397 3.307 -0.009
C 1.254 0.051 2.565 0.019
N 1.365 -0.503 1.353 0.123
C 2.572 -0.831 0.875 0.008
C 3.722 -0.529 1.569 -0.007
C 2.475 -1.563 -0.405 0.014
C 3.572 -1.961 -1.154 0.001
C 3.357 -2.672 -2.319 0.002
C 2.056 -2.981 -2.695 0.005
C 1.022 -2.522 -1.911 0.009
N 1.213 -1.818 -0.787 0.070
C -0.158 0.207 2.951 0.015
C -0.587 0.610 4.204 0.008
C -1.944 0.731 4.439 0.001
C -2.841 0.436 3.422 0.005
C -2.338 0.043 2.200 0.010
N -1.025 -0.072 1.966 0.067
H 2.304 0.878 4.276 0.001
H 4.716 -0.781 1.220 0.001
H 4.572 -1.705 -0.833 0.000
H 4.195 -2.978 -2.931 0.000
H 1.847 -3.557 -3.585 0.000
H -0.007 -2.717 -2.188 0.002
H 0.136 0.828 4.978 0.000
H -2.300 1.057 5.408 0.000
H -3.909 0.506 3.571 0.000
H -2.998 -0.183 1.372 0.000
C -2.822 1.671 -3.282 0.002
C -2.349 1.009 -2.030 -0.001
N -1.603 1.559 -1.155 0.039
N -1.160 2.829 -1.346 -0.001
C -0.366 3.369 -0.378 -0.009
N 0.094 4.593 -0.595 0.010
S -0.050 2.512 1.029 0.159
C -2.635 -0.414 -1.714 0.019
C -3.636 -1.142 -2.326 0.005
C -3.835 -2.465 -1.954 0.001
C -3.038 -3.020 -0.971 0.003
C -2.063 -2.227 -0.392 0.024
N -1.860 -0.958 -0.761 0.011
H -1.963 2.067 -3.831 0.000
H -3.507 2.492 -3.059 0.000
H -3.324 0.978 -3.949 0.000
H -1.343 3.312 -2.215 0.001
H -0.088 5.108 -1.442 -0.001
H 0.746 4.982 0.067 0.000
H -4.271 -0.687 -3.071 0.000
H -4.613 -3.050 -2.426 0.000
H -3.161 -4.045 -0.651 0.000
H -1.416 -2.608 0.390 0.002
O 1.818 1.376 -3.096 0.009
N 1.173 0.914 -2.202 -0.014
O 0.189 0.134 -2.380 0.068
O 1.473 1.094 -0.963 0.110
```

multiplicity = 6
highest occupied orbital energy (spin up / spin down) = -9.82 / -9.82 eV
net charge = +1
molar mass = 588.387 Da
lowest unoccupied orbital energy (spin up / spin down) = -4.30 / -5.04 eV
HOMO-LUMO gap (spin up / spin down) = 5.5 / 4.8 eV



Entry 2:
Molecular formula: C24H20N2O7S2
Method: DFT, ωB97M-V/def2-TZVPD

The geometry in XYZ format:
```
55
Properties=species:S:1:pos:R:3:nbo_charge:R:1
O -0.332 -5.411 0.138 -0.570
C -0.739 -4.276 0.074 0.662
N -2.039 -3.968 -0.179 -0.628
C -2.529 -2.656 -0.366 0.135
C -2.018 -1.866 -1.392 -0.165
C -2.449 -0.562 -1.542 -0.172
C -3.384 -0.055 -0.662 -0.319
C -3.931 -0.840 0.333 -0.191
C -3.511 -2.151 0.480 -0.224
H -3.928 -2.777 1.254 0.223
H -4.683 -0.411 0.977 0.249
S -3.902 1.661 -0.799 2.329
O -5.047 1.831 0.048 -0.946
O -4.009 1.989 -2.188 -0.936
N -2.710 2.638 -0.167 -0.653
C -2.462 2.504 1.246 -0.272
H -3.425 2.305 1.715 0.242
C -1.446 1.369 1.522 -0.093
H -0.663 1.714 2.212 0.192
O -0.848 0.922 0.323 -0.554
C -0.356 2.002 -0.446 -0.115
H 0.316 2.611 0.177 0.169
C -1.528 2.859 -0.967 -0.257
H -1.798 2.608 -1.992 0.236
H -1.271 3.924 -0.927 0.202
H 0.217 1.559 -1.262 0.237
H -1.934 0.487 1.943 0.193
H -2.081 3.462 1.613 0.205
H -2.069 0.058 -2.337 0.240
H -1.289 -2.278 -2.072 0.218
H -2.692 -4.740 -0.214 0.419
C 0.102 -3.059 0.351 -0.077
C 0.973 -2.536 -0.595 -0.204
C 1.665 -1.376 -0.316 -0.205
C 1.545 -0.732 0.909 -0.150
C 0.705 -1.295 1.871 -0.131
C -0.020 -2.434 1.589 -0.183
H -0.689 -2.846 2.331 0.228
H 0.621 -0.807 2.830 0.240
C 2.250 0.528 1.247 0.561
O 1.850 1.246 2.143 -0.526
C 3.503 0.849 0.519 -0.170
C 3.809 0.362 -0.747 -0.211
C 5.003 0.669 -1.366 -0.200
C 5.927 1.474 -0.718 -0.180
C 5.636 1.980 0.541 -0.195
C 4.436 1.672 1.154 -0.144
H 4.196 2.056 2.134 0.240
H 6.348 2.615 1.045 0.224
H 6.866 1.710 -1.195 0.226
H 5.192 0.264 -2.348 0.243
S 2.585 -0.593 -1.633 2.163
O 3.228 -1.581 -2.451 -0.919
O 1.693 0.331 -2.287 -0.937
H 1.115 -3.006 -1.556 0.249
```

multiplicity = 1
highest occupied orbital energy = -9.12 eV
net charge = 0
molar mass = 512.565 Da
lowest unoccupied orbital energy = -1.22 eV
SMILES string = O=C(Nc1ccc(S(=O)(=O)N2CCOCC2)cc1)c1ccc2c(c1)S(=O)(=O)c1ccccc1C2=O
HOMO-LUMO gap = 7.9 eV



Entry 3:
Molecular formula: C24H20N4O3
Method: DFT, ωB97M-V/def2-TZVPD

The geometry in XYZ format:
```
51
Properties=species:S:1:pos:R:3:nbo_charge:R:1
C 1.344 3.083 6.659 -0.638
C 1.704 1.614 6.861 -0.063
O 0.805 0.738 6.209 -0.491
C 0.899 0.540 4.869 0.312
C 1.864 1.089 4.030 -0.324
C 1.857 0.798 2.678 -0.099
C 0.889 -0.036 2.148 0.092
C -0.068 -0.605 2.980 -0.191
C -0.067 -0.312 4.324 -0.244
H -0.801 -0.741 4.987 0.226
H -0.811 -1.272 2.567 0.222
N 0.901 -0.361 0.759 -0.435
C -0.124 0.020 -0.059 0.451
N -0.255 -0.354 -1.302 -0.505
C 0.721 -1.154 -1.772 0.361
N 0.839 -1.696 -3.009 -0.196
N 1.967 -2.427 -3.094 -0.250
C 2.577 -2.363 -1.937 0.018
C 1.842 -1.567 -1.036 -0.297
C 1.993 -1.171 0.333 0.671
O 2.882 -1.455 1.103 -0.587
H 3.504 -2.874 -1.773 0.222
C -0.013 -1.588 -4.115 0.198
C 0.283 -2.316 -5.264 -0.222
C -0.543 -2.221 -6.365 -0.205
C -1.673 -1.409 -6.349 -0.026
C -1.952 -0.688 -5.195 -0.194
C -1.135 -0.769 -4.082 -0.256
H -1.354 -0.204 -3.191 0.249
H -2.822 -0.049 -5.163 0.206
C -2.561 -1.327 -7.552 -0.626
H -1.981 -1.070 -8.437 0.218
H -3.036 -2.291 -7.736 0.219
H -3.338 -0.580 -7.414 0.213
H -0.310 -2.788 -7.255 0.210
H 1.159 -2.943 -5.273 0.242
C -1.156 0.917 0.422 0.187
C -2.383 1.169 -0.147 -0.221
C -3.001 2.139 0.665 -0.320
C -2.109 2.415 1.660 0.123
O -0.997 1.686 1.522 -0.382
H -2.150 3.088 2.493 0.209
H -3.970 2.572 0.530 0.234
H -2.775 0.702 -1.026 0.241
H 2.611 1.222 2.032 0.218
H 2.635 1.739 4.412 0.219
H 1.614 1.353 7.919 0.195
H 2.736 1.415 6.544 0.173
H 2.033 3.709 7.220 0.216
H 0.333 3.265 7.013 0.215
H 1.395 3.356 5.608 0.211
```

multiplicity = 1
highest occupied orbital energy = -8.15 eV
net charge = 0
molar mass = 412.449 Da
lowest unoccupied orbital energy = -0.02 eV
SMILES string = CCOc1ccc(-n2c(-c3ccco3)nc3c(cnn3-c3ccc(C)cc3)c2=O)cc1
HOMO-LUMO gap = 8.1 eV



Entry 4:
Molecular formula: C24H20N5O3RhS
Method: DFT, ωB97M-V/def2-TZVPD

The geometry in XYZ format:
```
54
Properties=species:S:1:pos:R:3:nbo_charge:R:1
Rh -0.188 -0.063 0.244 0.873
O -2.953 2.724 1.182 -0.648
C -2.023 2.045 0.761 0.623
N -1.614 0.860 1.203 -0.557
C -2.365 0.065 2.144 -0.282
C -1.640 -1.242 2.379 0.251
C -2.023 -2.131 3.370 -0.242
C -1.362 -3.341 3.490 -0.139
C -0.331 -3.644 2.615 -0.253
C 0.018 -2.714 1.654 0.083
N -0.618 -1.547 1.554 -0.401
C -1.187 2.499 -0.426 0.135
C -1.432 3.723 -1.010 -0.209
C -0.723 4.078 -2.147 -0.146
C 0.202 3.188 -2.664 -0.242
C 0.407 1.978 -2.020 0.076
N -0.267 1.644 -0.922 -0.392
H -3.363 -0.169 1.752 0.235
H -2.524 0.588 3.093 0.223
H -2.840 -1.872 4.031 0.229
H -1.652 -4.044 4.259 0.225
H 0.201 -4.582 2.673 0.232
H 0.811 -2.865 0.933 0.248
H -2.190 4.351 -0.563 0.254
H -0.895 5.033 -2.626 0.223
H 0.770 3.413 -3.554 0.230
H 1.135 1.270 -2.390 0.241
O 2.460 -0.645 -2.427 -0.676
C 1.443 -1.129 -1.934 0.793
O 1.286 -1.222 -0.647 -0.795
C 0.347 -1.605 -2.848 -0.264
C 0.775 -2.088 -4.089 -0.146
C -0.111 -2.584 -5.023 -0.253
C -1.471 -2.568 -4.729 -0.190
C -1.913 -2.067 -3.522 -0.259
C -1.021 -1.583 -2.553 -0.027
S -1.811 -0.970 -1.102 -0.080
H 1.837 -2.064 -4.291 0.230
H 0.247 -2.970 -5.968 0.212
H -2.190 -2.937 -5.449 0.210
H -2.974 -2.033 -3.309 0.214
N 2.935 1.074 -0.028 -0.803
C 2.541 1.194 1.272 0.435
C 3.423 1.738 2.228 -0.298
C 3.022 1.872 3.528 -0.132
C 1.730 1.482 3.884 -0.298
C 0.917 0.991 2.896 0.075
N 1.289 0.844 1.610 -0.508
H 3.930 1.157 -0.174 0.384
H 2.573 0.266 -0.537 0.440
H 4.417 2.025 1.912 0.219
H 3.702 2.274 4.268 0.221
H 1.360 1.576 4.894 0.225
H -0.103 0.726 3.120 0.203
```

multiplicity = 1
highest occupied orbital energy = -7.24 eV
net charge = 0
molar mass = 561.429 Da
lowest unoccupied orbital energy = 0.14 eV
HOMO-LUMO gap = 7.4 eV